No. 1
DFT (ωB97M-V/def2-TZVPD) results for a single C19H23NO2 molecule.

```
45
Properties=species:S:1:pos:R:3
C 2.999 -0.887 3.347
C 2.558 0.130 2.153
C 3.584 0.540 1.479
C 3.252 1.446 0.380
C 2.010 2.139 0.173
C 0.997 1.581 1.167
O -0.211 1.763 1.244
C -0.575 2.808 0.237
C -2.168 3.352 0.523
C -3.032 1.841 0.558
C -3.043 1.524 -0.952
O -3.381 2.085 -1.856
N -2.525 0.076 -1.340
C -2.236 -0.446 -2.543
C -0.877 -0.938 -2.788
C -0.383 -1.954 -1.678
C 0.554 -1.558 -0.976
C 0.778 -2.427 0.127
C 0.495 -3.578 0.067
C -0.253 -4.269 -1.186
C -0.666 -3.197 -1.857
C 1.292 0.571 2.059
H 2.280 -1.252 3.907
H 3.685 -1.575 2.984
H 3.844 -0.415 4.019
H 4.688 0.095 1.180
H 4.049 1.687 -0.526
H 1.669 2.678 -0.541
H -0.543 2.300 -0.623
H -0.313 3.855 0.475
H -2.591 3.791 -0.170
H -2.242 3.594 1.480
H -2.784 0.997 1.295
H -4.056 2.025 0.667
H -2.140 -0.454 -0.320
H -2.686 0.091 -3.075
H -2.859 -1.333 -2.694
H -0.235 0.153 -2.685
H -0.841 -1.387 -3.879
H 0.714 -0.315 -0.546
H 1.400 -2.151 1.020
H 0.937 -4.436 0.647
H -0.481 -5.259 -1.315
H -1.328 -3.466 -2.802
H 0.664 0.176 3.163
```

## Properties
frontier orbital gap = 8.9 eV
ΔE to the lowest compared entry with this formula, charge and spin = 1751.6 kJ/mol
E_LUMO = 0.72 eV
highest occupied orbital energy = -8.20 eV
net charge = 0
2S+1 = 1

Results of the Mulliken charge analysis, in e, for atoms 1 through 2: number 1, C, carries -1.909; number 2, C, carries 1.551

=====

No. 2
DFT (ωB97M-V/def2-TZVPD) results for C19H24AsI2N5O6PSTc as an isolated structure.

```
60
Properties=species:S:1:pos:R:3
Tc -0.142 -0.426 -0.828
I -1.527 -2.675 -1.815
C -0.706 -4.579 -1.189
I -0.267 -4.764 0.867
H 0.197 -4.771 -1.756
H -1.475 -5.309 -1.416
O 1.228 2.540 -2.726
As 0.936 2.862 -1.020
O -0.951 3.140 -1.266
O 0.813 1.271 -0.381
C -1.627 3.348 -2.344
C -1.845 4.674 -2.845
C -2.645 4.864 -3.939
C -3.259 3.770 -4.569
C -3.051 2.440 -4.097
C -2.248 2.246 -3.017
S -1.935 0.615 -2.428
O -0.510 0.263 -2.741
O -2.878 -0.259 -3.049
O -1.979 0.553 -0.928
H 1.880 3.133 -3.124
H -1.368 5.501 -2.335
H -2.810 5.865 -4.315
H -3.908 3.929 -5.421
H -3.530 1.593 -4.574
N 7.054 -1.866 -2.099
C 5.923 -1.770 -1.925
C 4.516 -1.615 -1.710
C 3.872 -2.266 -0.659
C 2.535 -2.023 -0.449
N 1.808 -1.188 -1.212
C 2.419 -0.618 -2.267
C 3.758 -0.799 -2.545
H 4.413 -2.952 -0.022
H 2.003 -2.527 0.346
H 1.815 0.005 -2.911
H 4.206 -0.315 -3.401
C 0.548 0.265 4.524
N 0.534 -1.233 4.176
C -0.881 -1.781 4.448
N -1.847 -1.014 3.747
C -1.784 0.394 4.125
N -0.467 0.939 3.798
C -0.226 1.037 2.371
P -0.253 -0.645 1.556
C 0.934 -1.460 2.752
C -1.861 -1.227 2.311
H 1.539 0.651 4.287
H 0.369 0.343 5.596
H 1.196 -1.721 4.785
H -1.044 -1.720 5.524
H -0.897 -2.824 4.130
H -1.958 0.490 5.197
H -2.559 0.951 3.601
H 0.733 1.516 2.171
H -1.000 1.649 1.906
H 1.932 -1.044 2.598
H 0.975 -2.531 2.570
H -2.028 -2.280 2.080
H -2.667 -0.647 1.858
```

## Properties
frontier orbital gap (spin up / spin down) = 5.3 / 3.8 eV
ΔE to the lowest compared entry with this formula, charge and spin = 89.5 kJ/mol
E_LUMO (spin up / spin down) = -10.24 / -11.73 eV
highest occupied orbital energy (spin up / spin down) = -15.56 / -15.55 eV
net charge = +3
2S+1 = 4

Results of the Mulliken charge analysis, in e, for atoms 1 through 2: number 1, Tc, carries 0.146; number 2, I, carries 0.540

=====

No. 3
DFT (ωB97M-V/def2-TZVPD) results for C19H24BCaCl10F2LiN6O11S3 as an isolated structure.

```
78
Properties=species:S:1:pos:R:3
N -3.158 2.993 4.563
C -1.799 2.700 4.372
C -1.241 1.699 5.211
O -2.055 1.082 6.131
N -2.463 -0.296 5.790
O -2.560 -0.473 4.658
C 0.075 1.315 5.144
C 0.923 1.927 4.186
N 2.206 1.663 3.968
S 2.575 2.661 2.753
N 1.225 3.448 2.476
C 0.339 2.936 3.342
C -1.021 3.331 3.419
C -1.632 4.352 2.495
B -1.129 5.850 2.738
O 0.191 6.212 2.786
O -2.093 6.835 2.869
H -3.328 3.982 4.428
H -3.429 2.821 5.524
H 0.441 0.514 5.789
H -1.369 4.064 1.469
H -2.710 4.291 2.599
H 0.681 5.717 3.450
H -1.941 7.330 3.681
N 0.926 0.302 -1.604
S 0.940 1.414 -0.489
O 1.651 2.614 -0.801
O 1.038 0.929 0.856
F -0.572 1.873 -0.594
S 2.334 -0.369 -1.850
O 2.365 -1.116 -3.057
O 2.968 -0.932 -0.692
F 3.271 0.881 -2.190
C -4.584 7.013 -0.285
Cl -4.080 5.625 0.658
Cl -6.272 6.612 -1.009
Cl -4.621 8.431 0.724
Cl -3.520 7.277 -1.633
Li 4.569 1.245 1.955
Cl -7.590 7.847 0.098
C -6.456 5.706 -5.258
Cl -4.724 6.069 -5.103
Cl -6.712 4.322 -6.371
H -6.841 5.426 -4.299
H -6.962 6.563 -5.667
C -2.813 -4.432 3.600
C -2.514 -4.348 5.085
O -1.497 -3.385 5.357
H -1.912 -4.695 3.045
H -3.581 -5.179 3.396
H -3.157 -3.467 3.220
H -2.151 -5.305 5.458
H -3.418 -4.081 5.643
H -1.816 -2.539 5.039
Ca 1.084 1.740 7.321
C 4.142 -5.011 -4.463
C 4.654 -3.719 -4.480
C 5.120 -3.133 -3.315
C 5.070 -3.857 -2.140
C 4.558 -5.140 -2.096
C 4.093 -5.718 -3.265
N 5.580 -3.250 -0.905
O 6.007 -2.114 -0.967
O 5.548 -3.912 0.113
H 3.787 -5.458 -5.381
H 4.690 -3.165 -5.408
H 5.514 -2.129 -3.331
H 4.521 -5.688 -1.166
H 3.693 -6.721 -3.238
Cl -7.551 7.444 -3.525
Cl 3.437 -7.641 -5.660
C 3.129 -8.719 -7.046
C 4.007 -8.384 -8.223
Cl 3.585 -6.812 -8.948
H 2.074 -8.646 -7.300
H 3.331 -9.736 -6.713
H 3.881 -9.138 -8.999
H 5.055 -8.352 -7.940
```

## Properties
frontier orbital gap = 1.6 eV
E_LUMO = -4.06 eV
highest occupied orbital energy = -5.65 eV
net charge = 0
2S+1 = 1

Results of the Mulliken charge analysis, in e, for atoms 1 through 2: number 1, N, carries -0.630; number 2, C, carries 0.920

=====

No. 4
DFT (ωB97M-V/def2-TZVPD) results for a single C19H24ClNO3 molecule.

```
48
Properties=species:S:1:pos:R:3
C 3.422 0.185 3.728
C 3.257 -0.236 2.275
O 2.704 -1.554 2.136
C 1.442 -1.767 2.523
O 0.720 -0.952 3.024
C 1.018 -3.178 2.139
C 0.491 -3.068 0.733
C 1.376 -3.012 -0.340
C 0.913 -2.837 -1.632
C -0.449 -2.715 -1.856
Cl -1.034 -2.490 -3.468
C -1.345 -2.768 -0.799
C -0.870 -2.939 0.490
C 2.445 0.815 1.487
O 2.436 1.980 1.810
N 1.852 0.329 0.378
C 0.924 1.113 -0.405
C -0.529 0.852 0.018
C -1.487 1.657 -0.815
C -2.001 2.799 -0.379
C -2.931 3.666 -1.170
C -2.943 3.279 -2.646
C -3.045 1.764 -2.775
C -1.798 1.114 -2.183
H 4.060 -0.519 4.256
H 2.451 0.233 4.214
H 3.868 1.174 3.751
H 4.239 -0.321 1.794
H 0.239 -3.513 2.822
H 1.881 -3.840 2.183
H 2.437 -3.113 -0.162
H 1.603 -2.796 -2.461
H -2.404 -2.670 -0.982
H -1.566 -2.965 1.314
H 1.849 -0.667 0.211
H 1.171 2.164 -0.241
H 1.067 0.864 -1.459
H -0.742 -0.215 -0.091
H -0.628 1.114 1.073
H -1.763 3.151 0.616
H -3.940 3.570 -0.754
H -2.637 4.712 -1.056
H -2.018 3.617 -3.119
H -3.778 3.764 -3.154
H -3.928 1.416 -2.235
H -3.154 1.475 -3.823
H -0.944 1.298 -2.844
H -1.931 0.032 -2.125
```

## Properties
frontier orbital gap = 9.2 eV
ΔE to the lowest compared entry with this formula, charge and spin = 0.0 kJ/mol
E_LUMO = 0.54 eV
highest occupied orbital energy = -8.71 eV
net charge = 0
2S+1 = 1

Results of the Mulliken charge analysis, in e, for atoms 1 through 2: number 1, C, carries -1.469; number 2, C, carries 0.460

=====

No. 5
DFT (ωB97M-V/def2-TZVPD) results for a single C19H24FN3O molecule.

```
48
Properties=species:S:1:pos:R:3
O 1.395 -4.631 -1.024
C 1.241 -3.444 -0.807
N 1.934 -2.503 -1.538
N 1.940 -1.136 -1.148
C 0.776 -0.333 -1.445
C 1.098 1.157 -1.204
C -0.103 2.025 -0.822
C 0.395 3.484 -0.653
C 1.377 3.833 0.314
C 1.759 5.156 0.470
C 1.280 6.134 -0.402
C 0.311 5.823 -1.371
C -0.166 4.479 -1.423
C -0.821 1.453 0.452
C -0.530 -0.032 0.697
N -1.549 -0.761 1.450
C -2.032 -1.953 0.666
C -2.402 -3.123 1.569
C -1.212 -3.763 2.207
F -0.524 -2.859 3.046
C -0.316 -4.237 1.081
C 0.239 -3.050 0.291
C -0.884 -2.176 -0.340
C -0.511 -0.697 -0.665
H 2.697 -2.843 -2.141
H 2.279 -1.022 -0.196
H 0.588 -0.499 -2.506
H 1.557 1.553 -2.100
H 1.834 1.209 -0.389
H -0.839 1.972 -1.651
H 1.837 3.079 0.997
H 2.469 5.462 1.208
H 1.679 7.125 -0.304
H -0.118 6.618 -1.956
H -0.950 4.217 -2.146
H -0.524 2.001 1.367
H -1.899 1.632 0.316
H 0.448 -0.154 1.137
H -1.124 -1.082 2.324
H -2.898 -1.676 0.108
H -3.131 -2.799 2.310
H -2.934 -3.883 0.988
H -1.540 -4.576 2.868
H 0.500 -4.789 1.519
H -0.829 -4.944 0.416
H 0.831 -2.413 0.970
H -1.279 -2.686 -1.241
H -1.349 -0.349 -1.301
```

## Properties
frontier orbital gap = 9.6 eV
ΔE to the lowest compared entry with this formula, charge and spin = 0.0 kJ/mol
E_LUMO = 0.79 eV
highest occupied orbital energy = -8.77 eV
net charge = 0
2S+1 = 1

Results of the Mulliken charge analysis, in e, for atoms 1 through 2: number 1, O, carries -0.692; number 2, C, carries -0.361